(1)
{"formula": "C57H50GeIrN8OS3", "method": "the ωB97M-V functional and the def2-TZVPD basis", "symbols": ["Ir", "C", "C", "N", "C", "C", "N", "C", "C", "C", "C", "C", "N", "C", "C", "N", "C", "C", "N", "C", "C", "C", "N", "C", "C", "H", "H", "H", "H", "H", "H", "H", "H", "H", "H", "H", "H", "C", "Ge", "C", "C", "C", "C", "C", "C", "C", "C", "C", "C", "C", "C", "C", "C", "C", "C", "C", "C", "H", "H", "H", "H", "H", "H", "H", "H", "H", "H", "H", "H", "H", "H", "H", "H", "S", "C", "S", "C", "N", "N", "C", "C", "C", "C", "C", "C", "S", "H", "H", "H", "H", "H", "C", "C", "C", "C", "C", "C", "C", "C", "C", "C", "C", "C", "O", "H", "H", "H", "H", "H", "H", "H", "H", "H", "H", "H", "H", "H", "H", "H", "H", "H"], "coordinates": [[0.315217, -0.409656, -0.009567], [0.089779, 0.209516, 4.251966], [-0.288784, 0.054203, 2.930084], [0.621327, -0.098329, 1.968021], [1.926490, -0.016582, 2.338474], [2.266662, 0.113181, 3.672825], [1.361545, 0.211809, 4.640299], [2.895278, 0.029113, 1.225202], [4.269846, 0.175388, 1.293260], [5.000437, 0.319318, 0.117124], [4.312404, 0.329806, -1.097843], [2.947937, 0.139146, -1.105818], [2.285948, -0.018297, 0.041446], [2.046677, 0.066119, -2.278677], [2.456076, 0.289574, -3.578954], [1.625381, 0.233630, -4.614666], [0.359617, -0.049433, -4.333627], [-0.087370, -0.282369, -3.041986], [0.751701, -0.229865, -2.007890], [6.489434, 0.436647, 0.152130], [7.181503, 0.666894, 1.336222], [8.564569, 0.735535, 1.318904], [9.301796, 0.596291, 0.219948], [8.638325, 0.384833, -0.913122], [7.258038, 0.297465, -0.997641], [-0.665005, 0.324851, 5.020071], [-1.319843, 0.043317, 2.618777], [3.307648, 0.143292, 3.967097], [4.757008, 0.171394, 2.255392], [4.832173, 0.491439, -2.029235], [3.490207, 0.526919, -3.789996], [-0.338113, -0.094837, -5.160693], [-1.119824, -0.521045, -2.829851], [6.670118, 0.812473, 2.276091], [9.106461, 0.913658, 2.240430], [9.240354, 0.273028, -1.807414], [6.811662, 0.101426, -1.961363], [-1.472308, -0.862788, -0.203065], [-3.319288, -0.337601, 0.167186], [-4.221427, -1.581821, 1.379780], [-3.794583, -1.781816, 2.693052], [-4.424806, -2.695400, 3.524558], [-5.501629, -3.431362, 3.052446], [-5.944737, -3.242790, 1.752785], [-5.308367, -2.327229, 0.924690], [-4.169747, -0.552273, -1.588046], [-3.960562, -1.739006, -2.299377], [-4.440230, -1.895629, -3.592386], [-5.139270, -0.862024, -4.201081], [-5.375507, 0.312430, -3.503208], [-4.894081, 0.464675, -2.208323], [-3.600493, 1.480148, 0.787694], [-3.204452, 2.556489, -0.010505], [-3.506438, 3.859448, 0.352463], [-4.182271, 4.110388, 1.538831], [-4.558452, 3.054739, 2.354231], [-4.279392, 1.746853, 1.975011], [-1.547433, -1.738009, -0.878462], [-2.953579, -1.225797, 3.083035], [-4.069863, -2.840183, 4.537139], [-5.991660, -4.150679, 3.695749], [-6.785759, -3.812970, 1.378971], [-5.661180, -2.197961, -0.090651], [-3.426538, -2.563219, -1.838149], [-4.261912, -2.821398, -4.124368], [-5.497239, -0.972675, -5.216631], [-5.930532, 1.117204, -3.968364], [-5.092859, 1.386945, -1.676701], [-2.633570, 2.380409, -0.914833], [-3.208810, 4.678938, -0.289298], [-4.402156, 5.129031, 1.830961], [-5.072801, 3.246861, 3.287448], [-4.605330, 0.931306, 2.609409], [2.686194, 8.542401, 0.098519], [1.841577, 7.107308, -0.111588], [2.664801, 5.595601, -0.077091], [1.180378, 4.707391, -0.377378], [0.158549, 5.498666, -0.477240], [0.531643, 6.838873, -0.327503], [-0.556819, 7.745781, -0.483932], [-0.450370, 9.110379, -0.234125], [-1.558772, 9.930183, -0.404298], [-2.776673, 9.418584, -0.817702], [-2.876017, 8.055319, -1.063461], [-1.784015, 7.222785, -0.899209], [1.220554, 2.998449, -0.468919], [0.486604, 9.529478, 0.089475], [-1.453241, 10.989644, -0.206009], [-3.635030, 10.065548, -0.942897], [-3.817531, 7.632403, -1.392266], [-1.859315, 6.162656, -1.081951], [-0.141664, -3.543587, 2.701709], [-0.482642, -4.798674, 1.900416], [-1.770423, -4.570578, 1.101653], [0.624197, -5.302410, 0.989551], [0.858261, -6.671622, 0.974561], [1.798578, -7.263759, 0.143286], [2.519710, -6.428477, -0.702584], [2.315814, -5.058241, -0.733118], [3.156091, -4.219911, -1.678516], [4.077947, -3.271699, -0.907997], [2.295152, -3.459223, -2.691248], [1.347624, -4.435452, 0.115792], [1.136528, -3.159746, 0.060269], [-0.944006, -3.323525, 3.415398], [-0.020609, -2.705622, 2.020942], [0.791671, -3.666480, 3.257136], [-0.678790, -5.601857, 2.620295], [-1.626043, -3.729439, 0.419606], [-2.613479, -4.339048, 1.757568], [-2.020793, -5.452836, 0.509907], [0.280756, -7.295671, 1.652201], [1.966619, -8.332393, 0.157026], [3.268241, -6.854378, -1.365508], [3.793657, -4.914455, -2.237491], [3.472806, -2.614821, -0.281878], [4.686016, -2.668419, -1.590438], [4.752506, -3.837389, -0.262086], [1.589058, -2.826961, -2.151760], [1.728543, -4.156670, -3.311565], [2.912739, -2.841178, -3.352927]], "atomic_forces_ev_per_a": [[-0.698, 0.407, -0.008], [0.035, 0.024, -0.012], [0.046, -0.018, 0.078], [0.019, -0.137, -0.026], [0.196, -0.002, -0.153], [-0.181, 0.035, 0.081], [0.025, 0.002, -0.058], [-0.157, -0.069, -0.009], [-0.057, -0.027, 0.052], [0.159, 0.005, -0.031], [0.032, 0.066, -0.043], [-0.194, -0.050, 0.012], [0.584, 0.105, -0.044], [0.117, 0.033, 0.234], [-0.130, -0.021, -0.142], [0.043, -0.008, 0.082], [0.002, -0.014, 0.026], [0.087, -0.085, -0.056], [0.104, 0.101, -0.099], [-0.234, -0.009, -0.002], [0.033, 0.063, 0.043], [0.008, -0.002, -0.043], [-0.029, 0.010, 0.006], [-0.004, 0.006, 0.028], [0.069, -0.050, -0.052], [0.002, -0.010, -0.012], [-0.066, 0.001, 0.009], [0.013, 0.008, 0.019], [0.022, -0.019, 0.001], [0.017, -0.028, 0.012], [0.011, 0.011, -0.019], [0.004, 0.010, 0.014], [-0.006, 0.012, -0.007], [-0.013, 0.006, 0.010], [0.011, 0.007, 0.011], [0.010, -0.005, -0.010], [-0.007, -0.028, 0.002], [-0.066, -0.356, -0.047], [-0.266, 0.097, 0.065], [0.092, -0.173, 0.043], [-0.051, -0.008, -0.045], [-0.012, 0.029, 0.009], [-0.013, 0.002, 0.014], [-0.007, 0.006, -0.012], [0.031, 0.007, 0.039], [0.134, 0.011, -0.184], [-0.039, 0.036, 0.001], [0.003, 0.009, 0.021], [0.007, -0.001, -0.010], [-0.009, -0.002, 0.023], [-0.023, -0.045, 0.041], [0.040, 0.119, -0.008], [0.100, -0.068, 0.060], [0.008, 0.028, -0.034], [0.027, 0.002, -0.022], [0.011, -0.035, 0.036], [-0.033, 0.046, -0.018], [-0.070, -0.111, 0.125], [0.101, 0.013, 0.027], [0.014, 0.003, 0.003], [-0.004, -0.014, 0.007], [-0.003, -0.009, -0.012], [-0.022, 0.000, -0.026], [0.044, -0.001, 0.004], [-0.003, -0.015, -0.008], [-0.027, -0.010, -0.005], [-0.004, 0.011, -0.005], [0.057, 0.050, 0.013], [0.007, 0.006, -0.039], [0.050, -0.034, 0.083], [-0.008, 0.022, -0.005], [-0.024, -0.001, 0.006], [-0.021, -0.040, 0.012], [-0.128, -0.117, -0.044], [-0.044, 0.174, 0.031], [0.195, -0.165, -0.001], [0.213, -0.242, 0.050], [0.196, 0.016, 0.024], [-0.204, 0.000, -0.082], [0.027, 0.013, 0.013], [-0.015, 0.055, 0.038], [0.007, 0.023, 0.003], [0.046, -0.050, 0.015], [-0.048, 0.041, -0.014], [-0.066, -0.009, -0.031], [-0.146, 0.216, -0.001], [0.005, -0.017, -0.002], [-0.007, 0.001, 0.009], [-0.004, 0.011, -0.014], [-0.001, -0.024, 0.010], [0.012, 0.091, -0.043], [0.000, -0.010, 0.065], [0.010, 0.045, -0.127], [0.015, 0.051, -0.014], [-0.111, -0.204, 0.206], [0.047, 0.050, 0.076], [0.019, 0.083, -0.033], [-0.039, -0.011, 0.030], [0.278, -0.150, -0.140], [-0.089, 0.020, 0.046], [-0.014, -0.006, 0.010], [0.008, 0.017, -0.008], [-0.140, 0.410, -0.165], [0.066, -0.250, 0.156], [-0.002, -0.006, 0.023], [0.033, 0.052, -0.046], [0.003, -0.009, 0.006], [-0.016, -0.024, -0.023], [0.022, 0.006, -0.053], [-0.046, 0.031, 0.027], [-0.007, -0.005, 0.003], [-0.015, -0.017, 0.002], [0.006, -0.030, -0.003], [0.014, -0.015, -0.018], [-0.001, -0.004, -0.012], [-0.013, 0.035, 0.020], [0.013, 0.033, -0.026], [0.006, 0.004, 0.011], [0.003, -0.019, -0.004], [-0.010, -0.008, -0.008], [0.029, 0.000, -0.013]], "charge": -1, "e_above_lowest_kcal_mol": 17.0}



(2)
{"formula": "C6H10O", "method": "the ωB97M-V functional and the def2-TZVPD basis", "symbols": ["C", "C", "C", "C", "O", "C", "C", "H", "H", "H", "H", "H", "H", "H", "H", "H", "H"], "coordinates": [[-0.874774, -1.003580, 0.120175], [-0.614159, 0.075390, 1.241430], [0.912505, 0.574662, 1.161210], [0.830025, 1.145227, -0.298361], [1.601845, 1.215571, -1.602309], [0.778222, 0.064007, -1.232536], [-0.561729, -0.523471, -1.462692], [-1.953136, -1.256402, 0.110568], [-0.252009, -1.897028, 0.304523], [-0.918124, -0.393830, 2.229462], [-1.221129, 1.078699, 1.048798], [1.671507, -0.212306, 1.317729], [1.056446, 1.305575, 1.922762], [0.044917, 1.801161, -0.335600], [1.421350, -0.738607, -0.799854], [-0.644354, -1.498480, -2.079364], [-1.277405, 0.263411, -1.645940]], "atomic_forces_ev_per_a": [[-0.470, 0.924, -1.392], [0.255, 0.663, -0.766], [-0.455, -0.024, -0.686], [1.610, -1.686, 0.339], [-0.949, -0.892, 1.536], [1.539, -1.045, 0.923], [-0.646, -1.593, 1.500], [0.623, -0.210, 0.180], [-0.425, 0.315, 0.082], [0.553, 0.846, -1.048], [0.784, -2.349, 0.555], [-0.500, 0.199, -0.304], [0.215, 0.740, 0.549], [-1.697, 1.874, -0.397], [-0.001, 0.396, -0.948], [0.072, 1.970, 0.588], [-0.509, -0.127, -0.712]], "e_above_lowest_kcal_mol": 72.4, "smiles": "C1CC[C@H]2O[C@@H]2C1"}



no.,HOMO (eV)
1,-3.908
2,-9.768